Entry 1:
The following is a DFT calculation (the ωB97M-V functional and the def2-TZVPD basis) of a cluster of 2 separate species, CHN2O3 in total.

The geometry in XYZ format:
```
7
Properties=species:S:1:pos:R:3:forces:R:3:nbo_charge:R:1
C -1.520068 -0.490113 -0.172830 -0.9297 -2.9770 -2.3982 0.889
N -0.823750 0.355449 0.286051 2.6371 2.0089 -0.2248 -0.877
N 1.738862 0.262357 -0.159949 0.1372 0.7540 -0.7896 0.867
O -1.951092 -1.351903 -0.788185 -1.0542 -0.5200 -0.1916 -0.408
O 1.990622 -0.114470 0.837342 0.2243 -1.0254 2.0846 0.054
O 1.635064 0.696936 -1.167031 -0.4247 0.3257 -1.3441 0.059
H -1.069636 0.641744 1.164604 -0.5900 1.4338 2.8636 0.416
```
Forces are in eV/Å.

Values from the calculation:
highest occupied orbital energy = -0.5824 Eh
relative energy (zero: lowest compared OMol25 entry of this formula, charge and spin) = 50.0 kcal per mole
E = -373.4787 hartree
charge = +1
LUMO = -7.4 eV
largest force on an atom = 0.07651 hartree/bohr



Entry 2:
The following is a DFT calculation (the ωB97M-V functional and the def2-TZVPD basis) of a cluster of 3 separate species, C3H14N2O2 in total.

The geometry in XYZ format:
```
21
Properties=species:S:1:pos:R:3:forces:R:3:nbo_charge:R:1
N 1.379002 0.829865 0.701515 0.1255 0.2913 0.0514 -0.850
C 0.778932 -0.482999 0.537323 0.3766 -1.7801 0.3432 -0.223
C 0.679248 -0.897265 -0.920388 -1.1964 0.5944 -0.6142 -0.430
C 0.043134 -2.263712 -1.142042 -0.1182 0.1728 -1.2389 -0.211
N -0.301049 -2.418310 -2.596093 0.0860 0.2926 1.0345 -0.830
H 2.091200 0.948787 0.000275 0.2155 0.0672 -0.2892 0.364
H 1.867306 0.948901 1.583351 -0.3352 -0.1306 0.0544 0.375
H -0.219337 -0.563101 0.975367 -0.1373 0.6317 -0.1350 0.204
H 1.298109 -1.288260 1.085169 0.4027 0.2976 -0.0857 0.170
H -0.011260 -0.172374 -1.384330 0.0237 -0.0989 0.0174 0.214
H 1.568033 -0.813657 -1.553042 0.5024 -0.0716 0.5992 0.193
H -0.893558 -2.311027 -0.597522 0.0031 -0.2372 0.4092 0.189
H 0.717415 -3.074516 -0.877688 -0.0010 -0.0412 0.5088 0.175
H 0.184775 -1.682993 -3.085818 0.0567 -0.1013 -0.4486 0.347
H 0.029834 -3.311681 -2.923015 0.0693 -0.0305 -0.2481 0.355
O -0.986440 2.173982 0.056669 -0.4077 -0.1948 0.1962 -0.991
H -0.098748 1.795749 0.230174 0.1649 0.2703 0.0267 0.495
H -0.877947 3.067921 -0.263826 0.2038 0.1851 -0.1495 0.470
O -1.552949 2.145135 2.936605 -0.3093 0.2077 -0.3951 -0.965
H -0.696006 2.023266 3.338902 0.3036 0.0165 0.0434 0.455
H -1.388855 2.382234 2.001045 -0.0285 -0.3409 0.3200 0.494
```
Forces are in eV/Å.

Values from the calculation:
highest occupied orbital energy = -0.3470 Eh
relative energy (zero: lowest compared OMol25 entry of this formula, charge and spin) = 14.0 kcal per mole
E = -382.6774 hartree
SMILES = NCCCN.O.O
charge = 0
LUMO = 0.7 eV
largest force on an atom = 0.03601 hartree/bohr



Entry 3:
The following is a DFT calculation (the ωB97M-V functional and the def2-TZVPD basis) of the ion C4H3O2S with charge -1.

The geometry in XYZ format:
```
10
Properties=species:S:1:pos:R:3:forces:R:3:nbo_charge:R:1
C -1.120211 -0.626819 -0.008534 1.4650 -0.7806 0.5801 0.197
C 1.023121 0.972339 0.475562 -1.3651 -1.4495 -0.4699 0.322
C -0.027377 0.184300 -0.331949 1.0487 1.4270 -0.3712 -0.452
C 2.195421 0.780935 -0.292004 0.3705 -0.1764 -0.6243 -0.214
O 0.889810 1.301330 1.655314 0.0187 0.4507 -0.1902 -0.659
O -1.241264 -1.151594 1.226695 -0.6718 -0.5188 0.6560 -0.673
S -2.110915 -1.090222 -1.251657 -1.4551 -0.6593 -0.4563 -0.367
H -0.109356 0.237896 -1.419474 0.8412 0.9371 0.3236 0.221
H -1.947790 -1.847742 1.241340 0.7276 1.1195 -0.4738 0.483
H 2.448560 1.239576 -1.295294 -0.9797 -0.3497 1.0259 0.144
```
Forces are in eV/Å.

Values from the calculation:
highest occupied orbital energy (spin up / spin down) = -0.1312 / -0.1296 Eh
relative energy (zero: lowest compared OMol25 entry of this formula, charge and spin) = 80.2 kcal per mole
E = -702.7829 hartree
charge = -1
LUMO (spin up / spin down) = 3.4 / 2.8 eV
largest force on an atom = 0.03978 hartree/bohr



Entry 4:
The following is a DFT calculation (the ωB97M-V functional and the def2-TZVPD basis) of a structure of composition C33H29Cl3IIrN3OSSbSi.

The geometry in XYZ format:
```
74
Properties=species:S:1:pos:R:3:forces:R:3:mulliken_charge:R:1
Ir -0.056708 1.646060 0.784944 0.0990 -0.4335 0.0139 1.889
C 0.688500 1.283528 5.158527 -0.0404 0.0616 0.0356 -1.876
C 0.198699 1.868129 3.866597 0.0955 -0.1879 -0.0980 0.982
N 0.222791 1.101218 2.755723 -0.0179 0.1361 0.0086 -0.123
N 0.751659 -0.171677 2.910657 -0.0485 0.2663 -0.0174 -0.896
C 0.952268 -0.802457 1.812864 0.0366 -0.4011 -0.3236 -0.281
O 0.619488 -0.315138 0.607000 -0.0054 -0.0103 0.2864 0.058
C 1.587014 -2.149096 1.851171 -0.0237 0.1246 -0.1417 0.805
C 1.656511 -2.915655 0.691051 0.0057 -0.0206 0.0801 0.216
C 2.271250 -4.159503 0.702690 -0.0139 0.0179 -0.0487 -1.299
C 2.823530 -4.647810 1.875972 0.0208 -0.0084 0.0516 -0.421
C 2.763886 -3.886195 3.037906 -0.0177 0.0328 0.0369 -0.702
C 2.154529 -2.642346 3.027534 -0.0598 0.0589 -0.0240 -0.699
C -0.206819 3.224531 3.843445 -0.0684 0.0566 -0.0625 0.577
C 0.171175 4.109502 4.878688 0.0297 0.0035 0.0132 -1.044
C 0.108345 5.461519 4.704064 -0.0302 0.0338 0.0297 -0.604
C -0.335700 5.989749 3.465035 0.0472 0.0635 0.0879 -0.835
C -0.837775 5.138545 2.543622 -0.0636 -0.0712 -0.0355 -0.383
N -0.882494 3.780135 2.749124 -0.0821 0.0422 0.1647 0.818
H 0.635435 0.203337 5.112887 -0.0058 -0.0243 0.0301 0.414
H 0.078613 1.641298 5.987162 0.0481 0.0013 -0.0253 0.516
H 1.729248 1.560267 5.346274 -0.0130 -0.0178 -0.0349 0.350
H 1.229008 -2.536358 -0.223003 0.0013 -0.0218 -0.0630 0.502
H 2.324905 -4.744612 -0.207840 -0.0264 0.0341 0.0384 0.452
H 3.306481 -5.617571 1.886190 -0.0243 0.0463 0.0088 0.412
H 3.199837 -4.261016 3.956454 -0.0187 0.0215 -0.0607 0.415
H 2.119565 -2.036578 3.922695 -0.0060 -0.0289 0.0060 0.468
H 0.580263 3.701129 5.791373 -0.0082 0.0458 -0.0487 0.400
H 0.422340 6.123132 5.500968 0.0047 -0.0180 -0.0637 0.426
H -0.314929 7.051010 3.260195 -0.0112 -0.0653 0.0216 0.439
H -1.247443 5.494489 1.606950 0.0286 -0.0554 0.0825 0.551
Cl -4.020068 4.974612 3.856631 0.0903 -0.0640 -0.0066 -0.325
Si -1.901698 2.710113 1.760308 0.1589 0.3340 -0.1112 0.316
Cl 1.901099 2.816744 0.388168 -0.0269 0.0456 -0.0036 -0.466
Cl -3.072728 1.530372 2.916660 -0.0377 -0.0861 0.0641 -0.274
I -4.107948 5.369922 1.114347 -0.0230 -0.1330 0.0381 0.323
C -2.993442 3.634594 0.560269 -0.1435 0.1781 -0.2469 -1.256
H -3.754890 2.925291 0.230532 0.1132 -0.0172 -0.0396 0.536
H -2.415845 3.941840 -0.314390 -0.0417 0.0096 0.0684 0.560
S -1.109485 1.491957 -1.249339 0.2519 -0.1152 0.3675 -0.683
Sb -0.256480 -0.574904 -2.056611 -0.2086 0.1489 -0.3157 1.416
C -1.403599 -2.194614 -1.354560 0.0818 0.0636 0.0062 0.927
C -1.769297 -2.328270 -0.018027 -0.1318 -0.1410 -0.2105 -0.406
C -2.554987 -3.408825 0.359877 0.0366 0.0559 -0.0068 -0.714
C -2.970593 -4.337786 -0.585846 0.0029 0.0108 0.0401 -0.598
C -2.612400 -4.190584 -1.917966 0.0049 -0.0134 -0.0344 -0.752
C -1.828318 -3.114616 -2.311981 0.1245 -0.0693 0.1239 -0.705
C -1.001284 -0.244849 -4.005348 -0.0160 0.0357 0.1186 0.276
C -0.203782 0.420803 -4.935192 -0.1096 -0.0288 -0.0445 -0.463
C -0.758118 0.843305 -6.136424 -0.0093 -0.0245 0.0103 -0.764
C -2.102755 0.614606 -6.401335 0.0450 0.0042 0.0075 -0.465
C -2.899999 -0.033747 -5.467487 -0.0121 -0.0025 -0.0164 -0.714
C -2.355155 -0.458588 -4.264436 0.1111 0.0228 -0.0480 -0.406
C 1.803144 -0.864570 -2.409215 -0.1150 0.0464 0.0606 0.934
C 2.085568 -1.537617 -3.598320 0.0805 -0.0555 0.1746 -0.721
C 3.408679 -1.771066 -3.945371 -0.0081 -0.0238 -0.0025 -0.776
C 4.430853 -1.325858 -3.118780 0.0074 0.0202 -0.0100 -0.598
C 4.138427 -0.651103 -1.941411 -0.0279 0.0179 0.0603 -0.653
C 2.820470 -0.413563 -1.573829 0.0086 -0.0780 -0.2646 -0.195
H -1.461125 -1.602856 0.716304 0.0776 0.0917 0.0939 0.299
H -2.839382 -3.521306 1.398303 -0.0056 -0.0105 -0.0287 0.457
H -3.579580 -5.180245 -0.282290 0.0169 0.0354 -0.0096 0.404
H -2.943083 -4.912406 -2.654276 0.0186 0.0240 0.0233 0.423
H -1.549141 -3.006614 -3.353991 -0.0190 -0.0074 0.0287 0.500
H 0.842746 0.616706 -4.731009 -0.0341 0.0055 -0.0065 0.425
H -0.139249 1.357117 -6.861462 -0.0295 -0.0166 0.0202 0.418
H -2.533640 0.950399 -7.336223 0.0223 -0.0155 0.0225 0.401
H -3.949891 -0.202292 -5.672269 0.0346 0.0008 0.0033 0.419
H -2.987129 -0.951216 -3.535259 -0.0110 0.0172 0.0004 0.439
H 1.291434 -1.881705 -4.249845 0.0111 0.0036 -0.0153 0.527
H 3.637179 -2.299286 -4.861960 -0.0020 0.0165 0.0127 0.430
H 5.462514 -1.496943 -3.399890 -0.0336 -0.0186 0.0250 0.399
H 4.937878 -0.306299 -1.297044 -0.0286 0.0016 -0.0478 0.454
H 2.601629 0.121781 -0.666929 -0.0562 0.0488 0.1505 0.122
```
Forces are in eV/Å.

Values from the calculation:
highest occupied orbital energy (spin up / spin down) = -0.3337 / -0.4040 Eh
relative energy (zero: lowest compared OMol25 entry of this formula, charge and spin) = 19.6 kcal per mole
E = -4224.7359 hartree
charge = +1
LUMO (spin up / spin down) = -2.9 / -5.1 eV
largest force on an atom = 0.01005 hartree/bohr
2S+1 = 6



Entry 5:
The following is a DFT calculation (the ωB97M-V functional and the def2-TZVPD basis) of an isolated molecule of C5H5NO.

The geometry in XYZ format:
```
12
Properties=species:S:1:pos:R:3:forces:R:3:nbo_charge:R:1
C 0.322978 -0.508141 -2.333568 0.0997 0.3887 -0.9429 -0.629
C 0.933504 0.114721 -1.384063 -0.2445 -1.1390 -0.1113 0.456
N 1.373907 0.579404 -0.359209 1.0098 0.6203 0.2075 -0.446
C 0.580711 0.357594 0.752603 0.4748 0.6073 -0.2560 0.025
C 0.468513 0.694264 1.987025 -1.0040 -0.4524 -0.0779 -0.214
C -0.560354 -0.400379 1.186485 0.7567 0.4318 2.1315 0.118
O -1.883466 -0.159262 0.902590 0.0437 0.4360 -0.1808 -0.684
H 0.443417 -1.536258 -2.596342 0.2549 -0.3770 0.1116 0.250
H -0.167946 0.140037 -3.017043 -0.7249 0.2303 -0.6075 0.240
H 0.888907 1.377485 2.725154 -0.4493 -0.4504 -0.0356 0.231
H -0.442280 -1.403175 1.568731 -0.1156 -0.2117 -0.2112 0.182
H -1.957890 0.743711 0.567637 -0.1013 -0.0839 -0.0275 0.471
```
Forces are in eV/Å.

Values from the calculation:
highest occupied orbital energy = -0.3330 Eh
relative energy (zero: lowest compared OMol25 entry of this formula, charge and spin) = 108.1 kcal per mole
E = -323.3475 hartree
SMILES = C=C=NC1=C[C@H]1O
charge = 0
LUMO = 0.8 eV
largest force on an atom = 0.04478 hartree/bohr



Entry 6:
The following is a DFT calculation (the ωB97M-V functional and the def2-TZVPD basis) of an isolated molecule of C4H10O.

The geometry in XYZ format:
```
15
Properties=species:S:1:pos:R:3:forces:R:3:nbo_charge:R:1
C 0.183911 1.375733 1.725075 -0.0270 0.0501 0.0507 -0.604
C 0.583497 0.251317 0.764844 0.0761 -0.0178 -0.0387 -0.397
C -0.500223 -0.081277 -0.260575 -0.0321 0.0049 0.0046 -0.411
C -0.007701 -1.044126 -1.326111 0.3110 0.1150 0.3260 -0.051
O -1.071815 -1.291440 -2.225432 0.0154 -0.1959 -0.2679 -0.720
H -0.439325 2.120927 1.218089 0.1277 -0.0705 0.0425 0.203
H -0.387886 0.999245 2.579077 0.0207 0.0256 -0.1369 0.205
H 1.063377 1.894855 2.119249 -0.1261 -0.1066 0.0011 0.209
H 1.497210 0.539599 0.227587 -0.1345 -0.0078 0.0453 0.193
H 0.841181 -0.649772 1.337884 -0.0090 0.1303 -0.1083 0.197
H -0.831974 0.838540 -0.759668 0.0467 -0.1119 0.0691 0.201
H -1.384841 -0.510874 0.226996 0.1268 0.0538 -0.0379 0.205
H 0.855414 -0.594879 -1.846135 -0.1640 -0.0811 0.0528 0.152
H 0.343981 -1.978246 -0.856702 -0.1010 0.1281 -0.0790 0.152
H -0.744807 -1.869601 -2.924178 -0.1307 0.0837 0.0767 0.467
```
Forces are in eV/Å.

Values from the calculation:
highest occupied orbital energy = -0.3788 Eh
relative energy (zero: lowest compared OMol25 entry of this formula, charge and spin) = 8.1 kcal per mole
E = -233.6321 hartree
SMILES = CCCCO
charge = 0
LUMO = 1.0 eV
largest force on an atom = 0.00904 hartree/bohr